Here is an isolated molecule of C6H5N at a distorted geometry from OMol25. Energies are from ωB97M-V/def2-TZVPD.

XYZ file:
```
12
Properties=species:S:1:pos:R:3
C 0.4018 -1.3142 0.0778
C 1.5487 -0.6940 -0.1448
N 2.5804 0.0797 -0.1172
C 1.5942 0.9057 0.1594
C -0.1346 0.9036 0.5111
C -1.0739 0.5473 -0.5668
C -0.7517 -0.4198 0.4817
H 0.4173 -2.2499 -0.3374
H -0.4010 1.6286 1.1749
H -0.5884 0.5656 -1.5238
H -2.0691 0.9149 -0.8169
H -1.5237 -0.8676 1.1019
```

The HOMO-LUMO gap is 0.322 Ha. The SMILES is C1=C2N=C2[C@H]2C[C@@H]12. The value obtained for the energy relative to the best compared isomer or geometry (same formula, charge and spin) is 628.8 kJ/mol. The molar mass is 91.1 g/mol. As for the charge: 0.

Charges obtained by Löwdin population analysis, quoted in units of e: atom 1 (C): -0.057, atom 2 (C): -0.221, atom 3 (N): 0.123, atom 4 (C): 0.082, atom 5 (C): -0.119, atom 6 (C): -0.103, atom 7 (C): -0.233, atom 8 (H): 0.067, atom 9 (H): 0.087, atom 10 (H): 0.113, atom 11 (H): 0.117, atom 12 (H): 0.144